1.
Computed, not measured: a molecular structure, C33H50BeN3OP2, with the ωB97M-V functional and the def2-TZVPD basis.

Calculated values
energy relative to the best compared isomer or geometry (same formula, charge and spin)	0.457	eV
highest occupied orbital energy	-9.4	eV
LUMO level	-0.142	hartree
2S+1	1
orbital gap	5.582	eV
total charge	+1

Structure (XYZ):
```
90
Properties=species:S:1:pos:R:3:mulliken_charge:R:1
C 2.7943 0.2318 -0.3190 0.17
C 1.2832 1.9992 0.1455 -1.03
C 3.8091 1.1496 -0.6128 -1.06
C 2.2663 2.9552 -0.1612 -0.94
C 3.5453 2.5258 -0.5195 -1.11
H 4.7894 0.7853 -0.9323 0.51
H 2.0162 4.0188 -0.1177 0.56
H 4.3295 3.2541 -0.7493 0.44
N 1.5692 0.6634 0.0991 0.73
P 1.3036 -2.0222 -1.0003 -0.68
P -0.9101 1.1996 1.7103 -0.94
C 2.9595 -1.2546 -0.5129 -1.30
H 3.7868 -1.4648 -1.2121 0.63
H 3.1981 -1.7376 0.4542 0.46
C -1.5277 -1.9987 0.6519 0.04
O -2.4488 -2.7272 0.7201 -0.52
C -0.1593 2.3295 0.3742 0.16
H -0.3013 3.4061 0.5483 1.72
C -2.7889 1.6499 1.7087 2.54
C -0.1113 1.7660 3.3561 2.37
C 1.1038 -1.6628 -2.8713 2.30
C 1.5981 -3.8964 -0.7389 2.98
C -3.5937 0.5006 1.0608 -1.71
H -3.7013 -0.3479 1.7534 0.31
H -4.6039 0.8866 0.8278 0.49
H -3.1374 0.1246 0.1354 0.23
C -3.3070 1.7776 3.1569 -1.67
H -3.2347 0.8185 3.6970 0.30
H -2.7871 2.5548 3.7379 0.30
H -4.3761 2.0555 3.1143 0.55
C -3.0525 2.9565 0.9327 -1.60
H -4.0046 3.3947 1.2867 0.60
H -2.2624 3.7094 1.0834 0.13
H -3.1594 2.7701 -0.1481 0.31
C -0.6499 0.8897 4.5102 -1.53
H -1.1183 -0.0286 4.1236 0.17
H 0.2022 0.5907 5.1492 0.44
H -1.3752 1.4156 5.1458 0.36
C 1.4115 1.5158 3.2633 -1.84
H 1.6444 0.5672 2.7569 0.03
H 1.9352 2.3334 2.7444 0.33
H 1.8126 1.4597 4.2921 0.76
C -0.3272 3.2632 3.6508 -1.67
H -0.8881 3.7599 2.8398 0.31
H -0.8577 3.4407 4.5993 0.42
H 0.6588 3.7594 3.7248 0.36
C 0.3054 -4.6566 -1.1013 -1.87
H 0.2028 -5.5254 -0.4251 0.46
H -0.5836 -4.0172 -0.9669 0.34
H 0.3135 -5.0381 -2.1347 0.35
C 1.8809 -4.1409 0.7562 -1.49
H 2.6708 -3.4817 1.1509 0.39
H 0.9771 -3.9963 1.3666 -0.38
H 2.2241 -5.1856 0.8769 0.73
C 2.8005 -4.4352 -1.5425 -1.45
H 3.3841 -5.1131 -0.8920 0.37
H 2.5070 -5.0022 -2.4366 0.35
H 3.4767 -3.6199 -1.8519 0.32
C 0.9864 -0.1319 -3.0383 -1.36
H 1.6548 0.2533 -3.8270 0.34
H -0.0523 0.1064 -3.3335 0.31
H 1.1937 0.3901 -2.0929 -0.18
C -0.2379 -2.2964 -3.3056 -1.82
H -1.0037 -2.1103 -2.5329 0.28
H -0.5647 -1.8214 -4.2504 0.55
H -0.1540 -3.3796 -3.4848 0.32
C 2.2567 -2.1502 -3.7667 -1.75
H 3.2253 -1.7077 -3.4737 0.38
H 2.3578 -3.2470 -3.7746 0.30
H 2.0499 -1.8313 -4.8057 0.51
Be -0.0727 -0.7407 0.5160 1.66
N -0.9517 0.4826 -1.0251 -0.06
C -0.8628 1.7550 -0.9167 -0.21
C -1.3301 2.7009 -1.9682 -0.30
C -2.3959 2.2945 -2.8042 -0.10
C -0.7617 3.9749 -2.1830 -0.18
C -2.8770 3.1332 -3.8116 -0.88
H -2.8219 1.3016 -2.6300 0.37
C -1.2422 4.8150 -3.1978 -0.91
H 0.0705 4.3187 -1.5610 0.28
C -2.3022 4.4001 -4.0150 -0.46
H -3.7069 2.8013 -4.4453 0.40
H -0.7842 5.7987 -3.3497 0.41
H -2.6790 5.0578 -4.8055 0.39
C -0.4567 -4.6508 3.2403 -1.41
C -0.3346 -3.4077 2.3742 0.68
N -0.2334 -2.3763 1.6557 -0.17
H -0.6514 -5.5332 2.5963 0.32
H -1.2970 -4.5217 3.9528 0.43
H 0.4863 -4.8035 3.8046 0.33
```

2.
Computed, not measured: a molecular structure, C33H50N3OP2Pb, with the ωB97M-V functional and the def2-TZVPD basis.

Calculated values
energy relative to the best compared isomer or geometry (same formula, charge and spin)	0.000	eV
highest occupied orbital energy (spin up / spin down)	-16.4 / -16.5	eV
LUMO level (spin up / spin down)	-0.412 / -0.374	hartree
2S+1	1
orbital gap (spin up / spin down)	5.167 / 6.263	eV
total charge	+3

Structure (XYZ):
```
90
Properties=species:S:1:pos:R:3:mulliken_charge:R:1
C -1.2404 -1.4478 -1.7758 -0.25
C 0.8025 -2.4212 -1.0847 0.62
C -1.3988 -2.4042 -2.7841 -0.68
C 0.5698 -3.5092 -1.9739 -0.91
C -0.4995 -3.4726 -2.8489 -0.91
H -2.2272 -2.3019 -3.4823 0.57
H 1.2898 -4.3253 -1.9691 0.58
H -0.6438 -4.2546 -3.5913 0.48
N -0.1465 -1.4179 -0.9977 1.18
P -2.6837 -0.0497 0.2508 0.39
P 2.6010 -0.8762 0.4471 0.56
C -2.3264 -0.3680 -1.5420 -0.92
H -1.9805 0.5830 -1.9796 0.37
H -3.2539 -0.6342 -2.0731 0.67
C 1.9935 -2.3463 -0.3026 -1.04
H 2.5644 -3.2737 -0.1937 0.37
C 3.6844 0.0392 -0.8185 1.94
C 3.5481 -1.4034 2.0006 1.66
C -3.5458 1.6367 0.4368 1.72
C -3.7648 -1.5261 0.7299 1.63
C 3.7579 1.5153 -0.3822 -1.48
H 4.1957 1.6303 0.6182 0.30
H 4.3893 2.0635 -1.0976 0.53
H 2.7616 1.9769 -0.3748 0.11
C 5.0863 -0.5751 -0.9184 -1.90
H 5.6817 -0.4409 -0.0071 0.35
H 5.0399 -1.6429 -1.1688 0.43
H 5.6295 -0.0694 -1.7326 0.53
C 3.0202 -0.0505 -2.2022 -1.36
H 3.5973 0.5607 -2.9145 0.66
H 3.0088 -1.0838 -2.5723 0.34
H 1.9922 0.3308 -2.1878 -0.22
C 4.2593 -0.1838 2.6199 -1.87
H 3.5541 0.6389 2.8109 0.34
H 4.6971 -0.4812 3.5868 0.53
H 5.0806 0.1952 1.9965 0.31
C 2.5097 -1.9282 3.0073 -1.44
H 1.7728 -1.1593 3.2813 0.04
H 1.9803 -2.8070 2.6184 0.25
H 3.0348 -2.2323 3.9263 0.63
C 4.5463 -2.5255 1.7054 -1.72
H 5.3192 -2.2384 0.9859 0.32
H 5.0537 -2.7910 2.6458 0.51
H 4.0406 -3.4229 1.3345 0.39
C -4.2495 -1.3476 2.1815 -1.56
H -4.8529 -2.2290 2.4530 0.54
H -3.4081 -1.2845 2.8875 0.09
H -4.8968 -0.4671 2.3031 0.33
C -2.8983 -2.7951 0.6278 -1.28
H -2.6111 -2.9976 -0.4116 0.33
H -1.9912 -2.7268 1.2484 -0.02
H -3.4951 -3.6490 0.9843 0.59
C -4.9573 -1.6923 -0.2147 -1.67
H -5.5342 -2.5664 0.1233 0.51
H -5.6327 -0.8312 -0.2080 0.31
H -4.6359 -1.8825 -1.2453 0.37
C -2.8141 2.6981 -0.4006 -1.77
H -2.8457 2.4751 -1.4744 0.36
H -3.3195 3.6650 -0.2520 0.65
H -1.7660 2.8190 -0.1072 0.23
C -3.4632 2.0364 1.9242 -1.50
H -2.4301 2.0386 2.3037 0.29
H -3.8659 3.0541 2.0322 0.49
H -4.0568 1.3741 2.5656 0.30
C -5.0081 1.5909 -0.0198 -1.91
H -5.1082 1.2039 -1.0425 0.39
H -5.6477 1.0113 0.6578 0.36
H -5.3996 2.6207 -0.0211 0.54
Pb 0.0069 0.1650 1.0572 1.95
C -0.9902 -1.7466 2.9985 -0.04
O -0.7865 -2.0083 4.0939 -0.19
N 0.3395 1.8288 -0.8040 -0.45
C 0.4343 2.3397 -1.8602 0.46
C 0.5591 3.0745 -3.0614 0.25
C 0.3401 4.4664 -3.0176 -0.33
C 0.9190 2.4481 -4.2761 -0.20
C 0.5142 5.2301 -4.1708 -0.76
H 0.0407 4.9308 -2.0764 0.46
C 1.1002 3.2276 -5.4208 -0.81
H 1.0527 1.3613 -4.3123 0.41
C 0.9002 4.6115 -5.3649 -0.38
H 0.3502 6.3070 -4.1350 0.42
H 1.3985 2.7540 -6.3611 0.42
H 1.0427 5.2184 -6.2604 0.43
C 0.0325 0.2538 6.1462 -1.07
C 0.0900 0.5846 4.7508 0.47
N 0.1313 0.8336 3.6138 -0.66
H 0.8978 -0.3745 6.4101 0.33
H -0.8936 -0.2959 6.3740 0.33
H 0.0572 1.1659 6.7550 0.38
```

3.
Computed, not measured: a molecular structure, C33H51N3SSi2V, with the ωB97M-V functional and the def2-TZVPD basis.

Calculated values
energy relative to the best compared isomer or geometry (same formula, charge and spin)	0.904	eV
highest occupied orbital energy (spin up / spin down)	-6.9 / -7.0	eV
LUMO level (spin up / spin down)	0.014 / 0.014	hartree
2S+1	4
orbital gap (spin up / spin down)	7.295 / 7.419	eV

Structure (XYZ):
```
91
Properties=species:S:1:pos:R:3:mulliken_spin:R:1
V 0.1177 -0.1653 -0.1064 2.32
C 0.6572 2.4117 2.6586 0.02
C -0.6589 2.1109 1.9922 0.04
C -0.8520 2.4098 0.6436 0.10
C -2.1032 2.2445 0.0464 -0.01
C -3.1664 1.7701 0.7944 0.01
C -2.9800 1.4600 2.1397 0.01
C -1.7424 1.6303 2.7318 -0.01
H 0.5758 3.3191 3.2616 0.00
H 1.4428 2.5808 1.9199 0.01
H 0.9743 1.6062 3.3202 -0.01
H -0.0322 2.8491 0.0866 -0.04
H -2.2322 2.4996 -0.9974 0.00
H -4.1387 1.6318 0.3383 0.00
H -3.8071 1.0729 2.7229 0.00
H -1.6024 1.3798 3.7770 0.00
C 2.8021 -1.3468 -2.4354 0.00
C 1.4381 -2.0166 -2.3679 0.07
N 0.8903 -2.0453 -1.0021 0.00
C 1.6482 -2.8589 -0.0345 0.03
C 2.7529 -2.1206 0.7191 0.00
S 2.3381 -0.4229 1.2422 0.04
C 3.7452 0.4599 0.5230 -0.03
C 3.9589 0.3622 -1.0149 0.01
N 2.8050 -0.0720 -1.7538 0.02
H 3.5412 -1.9983 -1.9667 0.00
H 3.0945 -1.2733 -3.4898 0.00
H 0.7129 -1.4967 -2.9970 -0.02
H 1.5458 -3.0375 -2.7536 0.01
H -0.0263 -2.4779 -1.0540 0.01
H 0.9155 -3.1905 0.6885 -0.01
H 2.0866 -3.7400 -0.5193 0.01
H 3.0088 -2.6968 1.6064 0.00
H 3.6597 -2.0282 0.1252 0.00
H 3.6038 1.4983 0.8304 0.00
H 4.6295 0.1047 1.0549 0.00
H 4.2576 1.3563 -1.3545 0.00
H 4.8147 -0.2885 -1.2120 0.00
H 2.3657 0.6586 -2.2923 0.00
C -2.9236 -1.5986 -0.8445 0.08
Si -2.2353 -2.5450 0.6382 -0.04
C -1.5874 -4.2065 -0.0304 0.01
C -3.7595 -3.0772 1.6218 0.00
C -0.9636 -1.6003 1.5341 0.29
Si -0.4201 -2.1550 3.1870 0.02
C 0.5230 -0.8427 4.1612 0.01
C -1.8319 -2.6344 4.3482 0.00
C 0.6898 -3.6897 3.1950 0.00
H -2.5551 -1.9807 -1.8034 0.00
H -2.6661 -0.5405 -0.8034 -0.02
H -4.0171 -1.6631 -0.8652 0.00
H -2.4282 -4.8275 -0.3573 0.00
H -1.0493 -4.7656 0.7426 0.00
H -0.9129 -4.1275 -0.8906 0.00
H -4.5272 -3.4713 0.9459 0.00
H -4.1855 -2.2313 2.1720 0.00
H -3.5373 -3.8585 2.3542 0.00
H -1.1345 -0.5313 1.5965 -0.15
H -0.1621 -0.1602 4.6752 0.00
H 1.1965 -0.2462 3.5424 0.00
H 1.1305 -1.3325 4.9301 0.00
H -2.5756 -1.8320 4.4021 0.00
H -1.4503 -2.8134 5.3597 0.00
H -2.3532 -3.5407 4.0292 0.00
H 1.6822 -3.5000 2.7721 0.00
H 0.2530 -4.5258 2.6372 0.00
H 0.8402 -4.0279 4.2257 0.00
N -0.0397 0.8107 -1.7714 -0.06
C -0.1378 1.4396 -2.8552 0.14
C 0.6692 2.7194 -3.0653 0.02
C 0.3522 3.6559 -4.0470 0.02
C 1.0732 4.8384 -4.1647 -0.01
C 2.1246 5.1049 -3.3002 0.02
C 2.4372 4.1897 -2.3037 -0.01
C 1.7090 3.0146 -2.1854 0.00
C -1.0075 0.9860 -3.9977 0.00
C -2.2990 0.5357 -3.7552 0.02
C -3.0784 0.0301 -4.7885 -0.01
C -2.5665 -0.0439 -6.0763 0.01
C -1.2733 0.3967 -6.3277 -0.01
C -0.5021 0.9149 -5.2960 0.02
H -0.4772 3.4713 -4.7176 0.00
H 0.8058 5.5528 -4.9338 0.00
H 2.6874 6.0252 -3.3929 0.00
H 3.2418 4.3962 -1.6080 0.00
H 1.9232 2.3157 -1.3839 0.08
H -2.6950 0.5788 -2.7487 0.00
H -4.0854 -0.3122 -4.5835 0.00
H -3.1695 -0.4443 -6.8817 0.00
H -0.8616 0.3365 -7.3274 0.00
H 0.5089 1.2517 -5.4988 0.00
```

Calculated values (eV/Å) of max |F| for the records, taken in order: 11.7; 3.4; 1.0.
Calculated values (eV) of E_tot for the records, taken in order: -60520.7343; -65349.9645; -91798.2922.